[1]
{
  "formula": "C15H25BrN2O6S3",
  "method": "the ωB97M-V functional and the def2-TZVPD basis",
  "symbols": ["C", "C", "Br", "C", "C", "C", "C", "C", "N", "S", "N", "C", "C", "H", "H", "H", "H", "H", "H", "H", "H", "H", "O", "S", "O", "O", "C", "C", "C", "H", "H", "H", "H", "H", "H", "H", "H", "O", "S", "O", "O", "C", "C", "C", "H", "H", "H", "H", "H", "H", "H", "H"],
  "xyz": [[7.6924, -1.9408, 1.6426], [6.2392, -2.2915, 1.1467], [6.3533, -3.7278, -0.2123], [5.2570, -2.7816, 2.2908], [3.7870, -2.6754, 1.6913], [3.0997, -3.8926, 1.0741], [1.7697, -3.7863, 0.4889], [1.1418, -2.4109, 0.5313], [-0.1128, -2.1072, -0.0164], [-0.3411, -0.4833, 0.2897], [1.0435, -0.0051, 1.0999], [1.7808, -1.1753, 1.1659], [3.1467, -1.3652, 1.7506], [8.3181, -2.8700, 1.7868], [7.7190, -1.2647, 2.5422], [8.1798, -1.3496, 0.8055], [5.7533, -1.3958, 0.6652], [5.2893, -2.1559, 3.2217], [5.3805, -3.8710, 2.5552], [3.6717, -4.8561, 1.0985], [1.2423, -4.6650, 0.0297], [3.7081, -0.5213, 2.2398], [-3.2858, -1.4421, -0.9944], [-4.5961, -2.0210, -1.0607], [-4.9534, -2.9617, -2.0802], [-5.6887, -0.8410, -1.0357], [-5.5797, 0.2074, -2.0048], [-6.0688, -0.2362, -3.3706], [-4.9924, -2.7197, 0.5130], [-4.5532, 0.5801, -2.0545], [-6.2035, 1.0287, -1.6486], [-5.4116, -0.9964, -3.7956], [-6.0996, 0.6087, -4.0609], [-7.0663, -0.6747, -3.2992], [-4.7683, -1.9908, 1.2893], [-4.3793, -3.6103, 0.6443], [-6.0471, -2.9883, 0.5229], [-0.6709, 4.5904, -2.4656], [-0.8110, 5.3735, -1.2722], [0.2423, 6.2225, -0.8002], [-1.2821, 4.4139, -0.0719], [-0.5031, 3.2451, 0.2124], [0.7674, 3.5880, 0.9662], [-2.2949, 6.3268, -1.3838], [-0.2814, 2.6963, -0.7068], [-1.1242, 2.5967, 0.8332], [1.4527, 4.1619, 0.3402], [1.2804, 2.6799, 1.2859], [0.5423, 4.1988, 1.8432], [-3.1096, 5.6761, -1.6952], [-2.1326, 7.1080, -2.1252], [-2.5008, 6.7720, -0.4122]],
  "forces_ev_per_angstrom": [[0.24, 0.22, -1.14], [0.15, 0.44, 1.56], [-0.02, 0.58, 0.25], [-1.69, -0.51, -1.21], [-1.73, 1.45, -0.04], [-1.80, 1.87, -0.32], [2.43, 1.64, 1.50], [-0.88, 0.70, -0.26], [2.71, 1.34, 1.77], [0.93, -1.05, 0.20], [-0.08, -3.65, -0.95], [0.81, -1.23, -0.13], [0.09, -2.30, -0.55], [-0.80, 1.04, 0.11], [-0.29, -0.88, -0.73], [-0.41, -0.75, 0.95], [0.64, -1.07, 0.31], [0.27, -0.45, -0.96], [0.39, 1.21, -0.17], [-0.79, 1.04, -0.12], [0.58, 1.20, 0.55], [-0.82, -0.91, -0.63], [-0.16, -0.07, -0.35], [-0.51, 0.13, 0.48], [0.34, 0.22, 0.02], [0.28, -0.45, 0.37], [-0.01, 0.52, -0.76], [0.09, -0.28, -0.12], [-0.10, 0.08, 0.08], [0.01, -0.17, 0.12], [0.02, -0.22, 0.28], [-0.02, 0.06, 0.01], [-0.01, 0.03, 0.10], [0.03, 0.11, 0.02], [-0.01, -0.01, -0.07], [0.03, 0.07, -0.13], [0.06, 0.03, -0.05], [0.30, 0.14, 0.24], [-0.56, -0.10, 0.44], [0.00, -0.23, -0.32], [-0.26, 0.47, -0.45], [0.72, -0.61, 0.30], [0.23, 0.23, -0.06], [-0.11, -0.04, 0.09], [-0.09, 0.18, -0.07], [-0.24, 0.25, -0.11], [-0.04, -0.04, 0.01], [-0.14, -0.03, -0.03], [-0.05, -0.09, -0.02], [0.07, 0.00, 0.02], [0.11, -0.08, 0.02], [0.05, -0.04, -0.04]],
  "lowdin_charge": [-0.16, -0.71, 0.66, -0.21, -0.21, -0.05, 0.00, -0.30, -0.23, 0.95, -0.24, -0.33, 0.02, 0.07, 0.08, 0.08, 0.10, 0.12, 0.11, 0.09, 0.11, 0.12, -0.31, 0.58, -0.27, -0.26, -0.26, -0.08, -0.12, 0.12, 0.12, 0.07, 0.08, 0.08, 0.07, 0.08, 0.07, -0.28, 0.59, -0.28, -0.27, -0.28, -0.07, -0.12, 0.11, 0.11, 0.07, 0.05, 0.09, 0.07, 0.08, 0.07],
  "homo_energy_ha": -0.3239,
  "spin_multiplicity": 1,
  "gap_ev": 8.024
}

***

[2]
{
  "formula": "C15H25BrN4O4V",
  "method": "the ωB97M-V functional and the def2-TZVPD basis",
  "symbols": ["V", "C", "N", "C", "C", "C", "N", "C", "C", "H", "H", "H", "H", "H", "H", "H", "H", "H", "H", "H", "H", "H", "H", "H", "H", "N", "C", "C", "C", "O", "O", "H", "H", "H", "H", "H", "H", "Br", "C", "C", "N", "C", "C", "C", "C", "O", "O", "H", "H", "H"],
  "xyz": [[0.4137, -0.1437, 0.5722], [-1.3690, -1.9520, 2.1187], [-1.5199, -0.7158, 1.2890], [-2.5487, -1.0095, 0.2538], [-2.0125, 0.4115, 2.1312], [-0.8654, 1.0110, 2.9062], [0.2088, 1.4542, 1.9643], [-0.1601, 2.7606, 1.3497], [1.4540, 1.6657, 2.7564], [-2.3478, -2.2376, 2.5065], [-0.6865, -1.7857, 2.9470], [-0.9781, -2.7564, 1.4997], [-3.4961, -1.2321, 0.7473], [-2.2444, -1.8722, -0.3323], [-2.6881, -0.1438, -0.3906], [-2.7929, 0.0563, 2.8078], [-2.4635, 1.1496, 1.4684], [-0.4294, 0.2791, 3.5869], [-1.1981, 1.8607, 3.5063], [-0.2306, 3.5137, 2.1359], [-1.1072, 2.6897, 0.8257], [0.6050, 3.0598, 0.6365], [1.2475, 2.3644, 3.5692], [2.2261, 2.1097, 2.1315], [1.8013, 0.7245, 3.1760], [2.2861, 0.5310, -0.2915], [3.2072, -0.5972, -0.6510], [3.6464, -1.3921, 0.5753], [2.5178, -2.1160, 1.2515], [2.4366, -3.2252, 1.6223], [1.4016, -1.2407, 1.4362], [2.0891, 1.0743, -1.1305], [2.7919, 1.1668, 0.3230], [4.0893, -0.1986, -1.1504], [2.6816, -1.2377, -1.3580], [4.1132, -0.7359, 1.3175], [4.3894, -2.1346, 0.2898], [-1.4548, -2.4415, -6.2434], [-1.3834, -0.9723, -5.0865], [-1.8269, 0.2829, -5.5182], [-1.8138, 1.3707, -4.7525], [-1.3548, 1.2589, -3.5181], [-0.8911, 0.0468, -2.9994], [-0.9024, -1.0989, -3.8040], [-0.4009, -0.0169, -1.6475], [0.0796, -1.0871, -1.1211], [-0.3956, 0.9930, -0.8418], [-2.2151, 0.4021, -6.5230], [-1.3583, 2.1578, -2.9123], [-0.5509, -2.0512, -3.4297]],
  "forces_ev_per_angstrom": [[0.23, -0.07, 0.50], [0.00, -0.01, 0.01], [-0.04, 0.04, -0.05], [-0.01, 0.00, 0.01], [0.01, 0.00, 0.00], [-0.01, -0.01, -0.01], [0.01, 0.03, 0.02], [-0.01, 0.01, -0.01], [0.00, 0.00, 0.00], [0.00, 0.00, 0.00], [0.00, 0.01, 0.00], [0.00, 0.00, -0.01], [0.00, 0.00, 0.00], [0.00, 0.00, 0.00], [0.00, 0.00, 0.00], [0.00, 0.00, 0.00], [0.00, 0.00, 0.00], [0.00, 0.00, 0.00], [0.00, 0.00, 0.00], [0.00, 0.00, 0.00], [0.00, -0.01, 0.00], [0.00, -0.01, 0.00], [0.00, 0.00, 0.00], [0.00, 0.00, -0.01], [0.00, 0.00, 0.00], [0.01, -0.04, 0.01], [0.00, 0.01, 0.01], [-0.05, 0.06, -0.02], [0.29, -0.15, -0.01], [-0.05, 0.03, 0.02], [-0.36, 0.24, -0.31], [0.01, -0.01, -0.01], [-0.01, 0.00, 0.01], [0.00, 0.00, 0.00], [0.00, 0.00, -0.01], [0.01, 0.00, 0.00], [-0.01, -0.01, 0.00], [0.00, 0.00, -0.01], [0.01, 0.00, -0.01], [-0.04, 0.03, 0.03], [0.02, -0.03, -0.03], [-0.05, -0.01, 0.01], [0.01, 0.03, -0.02], [-0.01, -0.02, 0.01], [-0.05, -0.06, -0.22], [-0.02, 0.06, 0.02], [0.07, -0.10, 0.05], [0.02, 0.00, -0.01], [0.02, -0.01, 0.01], [0.00, 0.00, 0.00]],
  "lowdin_charge": [1.14, -0.02, -0.31, -0.03, -0.14, -0.14, -0.32, -0.03, -0.04, 0.12, 0.09, 0.11, 0.12, 0.11, 0.10, 0.15, 0.13, 0.13, 0.15, 0.12, 0.09, 0.10, 0.12, 0.09, 0.10, 0.01, -0.15, -0.05, -0.42, 0.24, -0.16, 0.13, 0.11, 0.14, 0.13, 0.15, 0.15, 0.85, -0.66, -0.11, 0.11, -0.05, -0.12, -0.02, -0.51, -0.04, -0.09, 0.12, 0.13, 0.13],
  "homo_energy_ha": [-0.5376, -0.5376],
  "spin_multiplicity": 2,
  "gap_ev": [5.970, 6.626],
  "e_above_lowest_kj_mol": 0.0,
  "charge": 2
}

***

[3]
{
  "formula": "C15H25ClGaLuO",
  "method": "the ωB97M-V functional and the def2-TZVPD basis",
  "symbols": ["C", "C", "C", "C", "O", "Ga", "C", "C", "C", "C", "C", "Cl", "C", "C", "C", "C", "C", "C", "H", "H", "H", "H", "H", "H", "H", "H", "H", "H", "H", "H", "H", "H", "H", "H", "H", "H", "H", "H", "H", "H", "H", "H", "H", "Lu"],
  "xyz": [[-4.3299, 0.4335, 1.8565], [-3.7895, 1.6878, 0.9621], [-2.3608, 1.2366, 0.3811], [-1.2392, 2.3845, 0.3607], [0.0319, 1.9880, 0.9681], [0.9963, 0.8357, -0.1886], [1.4886, 1.7430, -2.0037], [1.9345, 3.2820, -1.8531], [2.8154, 0.4708, 0.8051], [3.4314, -0.9551, 0.3550], [3.4958, -1.9832, 1.6043], [4.4039, -3.5173, 1.1364], [0.0074, -1.0016, -0.4799], [-0.2428, -1.8333, 0.8300], [-1.0052, -3.1915, 0.7537], [-1.5162, -3.6849, -0.6347], [-1.2555, -2.8883, -1.9369], [-0.4883, -1.5070, -1.9256], [-4.0128, -0.5598, 1.3512], [-3.7689, 0.4488, 2.8611], [-5.4635, 0.4191, 1.9623], [-4.5129, 1.7265, 0.0601], [-3.7860, 2.6664, 1.5435], [-2.4382, 0.7316, -0.6590], [-1.9722, 0.4022, 1.0844], [-1.0775, 2.8005, -0.7109], [-1.5955, 3.2965, 0.9759], [0.6517, 1.6193, -2.7801], [2.4270, 1.1829, -2.4541], [2.6712, 3.4679, -0.9938], [1.0433, 4.0101, -1.8082], [2.5042, 3.5735, -2.8177], [2.5622, 0.4228, 1.9321], [3.5422, 1.3546, 0.6425], [4.5161, -0.8065, -0.0079], [2.8475, -1.4307, -0.5470], [3.9689, -1.4437, 2.5025], [2.4522, -2.3247, 1.9388], [0.1491, -1.4109, 1.8270], [-1.1873, -3.7490, 1.7450], [-2.0935, -4.6798, -0.6668], [-1.6427, -3.2490, -2.9497], [-0.2896, -0.8796, -2.8964], [2.1274, -1.0885, -2.1254]],
  "forces_ev_per_angstrom": [[0.86, 0.15, -0.23], [-0.73, -1.94, -0.97], [0.72, -0.11, 0.57], [-0.57, 1.02, 0.18], [-0.31, -1.15, -2.16], [-0.38, 1.85, 2.08], [-0.34, -0.84, -1.05], [0.84, 0.44, -0.90], [0.35, -0.88, -0.08], [1.85, 1.79, 2.34], [-0.95, -0.04, -0.47], [-0.68, 1.34, 0.32], [-0.40, -3.20, -0.91], [-1.04, -1.53, -3.49], [0.64, 2.68, -2.70], [1.61, 2.58, 0.31], [0.94, 1.22, 2.16], [0.31, -2.94, 3.72], [-0.61, 1.60, 0.61], [-1.18, -0.01, -1.32], [1.61, 0.15, 0.13], [1.11, 0.49, 1.54], [0.11, -1.37, -0.86], [-0.14, 0.89, 1.56], [-0.43, 1.41, -0.98], [-0.24, -0.72, 1.49], [0.46, -1.53, -0.91], [1.23, 0.36, 0.83], [-0.38, 0.58, -0.17], [-1.37, -0.41, -1.09], [1.23, -1.51, 0.25], [-0.93, -0.47, 1.53], [0.25, 0.03, -1.86], [-1.07, -1.66, 0.14], [-1.61, -0.47, 0.15], [1.15, -1.04, 2.71], [-0.35, -0.86, -1.66], [1.53, 0.61, -0.66], [-0.80, -0.75, -1.77], [0.21, 0.76, -1.98], [1.04, 1.82, -0.13], [0.48, 0.36, 1.78], [-0.95, -0.91, 1.63], [-3.06, 2.22, 0.33]],
  "lowdin_charge": [-0.13, -0.22, -0.21, -0.28, -0.25, 0.35, -0.33, -0.13, -0.18, -0.37, -0.53, 0.53, -0.28, -0.04, 0.03, 0.00, -0.02, -0.21, 0.07, 0.08, 0.08, 0.11, 0.11, 0.11, 0.09, 0.11, 0.13, 0.08, 0.00, 0.10, 0.11, 0.10, 0.10, 0.10, 0.14, -0.08, 0.12, 0.08, 0.12, 0.13, 0.13, 0.12, 0.09, 1.94],
  "homo_energy_ha": -0.5375,
  "spin_multiplicity": 1,
  "gap_ev": 4.920,
  "charge": 2
}

***

Number 1: maximum force 0.0734 Eh/bohr, E_tot -133771.245 eV. Number 2: maximum force 0.0108 Eh/bohr, E_tot -125828.888 eV. Number 3: maximum force 0.0924 Eh/bohr, E_tot -116500.301 eV.